(1)
This record from OMol25 describes a cluster of 7 separate species, C7H28N4O7 in total. The level of theory is ωB97M-V/def2-TZVPD.

Geometry (Å):
N1 4.57 8.71 24.87
C1 4.60 9.37 26.04
N2 5.11 8.64 27.07
O1 4.32 10.57 26.17
H1 4.80 7.73 24.90
H2 4.27 9.13 24.00
H3 5.38 7.69 26.87
H4 5.05 8.93 28.02
N3 8.22 13.59 27.71
C2 7.32 12.54 27.70
N4 6.33 12.70 26.80
O2 7.43 11.58 28.46
H5 9.00 13.51 28.33
H6 8.01 14.48 27.30
H7 6.12 13.60 26.41
H8 5.69 11.93 26.70
C3 7.74 10.01 24.49
O3 8.92 10.23 23.73
H9 7.21 10.96 24.64
H10 7.06 9.43 23.86
H11 7.90 9.52 25.45
H12 9.48 9.44 23.74
C4 4.38 11.12 22.92
O4 3.75 10.16 22.07
H13 4.38 12.15 22.54
H14 3.80 11.13 23.84
H15 5.42 10.80 23.02
H16 2.80 10.26 22.13
C5 11.34 7.86 24.97
O5 10.77 8.02 23.63
H17 11.75 6.85 25.02
H18 12.14 8.58 25.15
H19 10.50 8.04 25.63
H20 11.55 7.92 23.06
C6 7.68 6.55 25.96
O6 6.51 5.98 26.51
H21 8.16 7.29 26.61
H22 8.48 5.85 25.68
H23 7.44 7.00 25.00
H24 6.82 5.35 27.17
C7 9.55 13.80 24.00
O7 9.01 12.87 23.08
H25 9.53 14.79 23.57
H26 8.96 13.77 24.92
H27 10.59 13.54 24.25
H28 8.96 11.98 23.47

SMILES   NC(N)=O.NC(N)=O.CO.CO.CO.CO.CO
Kohn-Sham gap   0.3566 Eh
Lowest unoccupied orbital energy   0.4 eV



(2)
This record from OMol25 describes a cluster of 8 separate species, C7H28NO11 in total. The level of theory is ωB97M-V/def2-TZVPD.

Geometry (Å):
O1 -1.58 2.14 0.57
C1 -2.52 1.69 1.51
O2 -2.21 1.94 2.71
O3 -3.54 1.13 1.13
H1 -1.04 2.70 1.14
C2 1.42 -4.82 -4.66
O4 0.73 -4.10 -3.66
C3 0.73 -2.71 -3.88
C4 -0.11 -2.03 -2.83
N1 0.66 -1.68 -1.65
C5 -0.15 -0.86 -0.73
C6 0.64 -0.30 0.42
O5 1.48 -1.30 0.97
C7 1.88 -1.04 2.28
H2 1.84 -5.73 -4.22
H3 2.27 -4.22 -5.03
H4 0.71 -5.09 -5.45
H5 0.38 -2.45 -4.89
H6 1.77 -2.35 -3.81
H7 -0.98 -2.63 -2.57
H8 -0.50 -1.09 -3.29
H9 1.47 -1.15 -1.95
H10 -1.07 -1.41 -0.51
H11 -0.49 0.00 -1.33
H12 -0.08 0.06 1.16
H13 1.21 0.55 0.02
H14 2.04 0.03 2.46
H15 2.80 -1.60 2.45
H16 1.12 -1.32 3.03
O6 -2.63 3.94 5.00
H17 -2.54 4.45 4.18
H18 -2.33 4.52 5.71
O7 1.51 2.73 1.78
H19 1.52 3.59 2.21
H20 1.76 2.12 2.48
O8 1.73 2.91 -1.06
H21 1.27 2.88 -0.21
H22 2.44 3.54 -0.92
O9 -1.90 -1.35 2.09
H23 -2.30 -2.17 1.79
H24 -2.36 -0.65 1.61
O10 0.54 1.65 4.15
H25 0.41 1.93 5.06
H26 -0.35 1.67 3.76
O11 -2.25 1.86 -2.25
H27 -1.78 1.72 -3.08
H28 -1.63 2.29 -1.66

Charge   -1
Kohn-Sham gap   0.2777 Eh
Lowest unoccupied orbital energy   2.6 eV



(3)
This record from OMol25 describes a cluster of 7 separate species, C7H28O7 in total. The level of theory is ωB97M-V/def2-TZVPD.

Geometry (Å):
C1 -37.48 -1.53 -13.34
O1 -36.62 -0.71 -12.55
H1 -38.47 -1.08 -13.33
H2 -37.09 -1.51 -14.36
H3 -37.53 -2.58 -13.04
H4 -36.89 0.19 -12.76
C2 -36.94 -4.60 -19.84
O2 -37.36 -4.91 -18.62
H5 -37.46 -5.18 -20.60
H6 -37.24 -3.58 -20.09
H7 -35.88 -4.86 -19.93
H8 -38.21 -4.50 -18.43
C3 -31.72 -2.20 -15.43
O3 -30.40 -1.66 -15.53
H9 -31.75 -2.97 -14.66
H10 -32.47 -1.46 -15.17
H11 -32.07 -2.67 -16.35
H12 -30.12 -1.30 -14.68
C4 -23.46 -1.72 -16.63
O4 -22.30 -1.89 -15.89
H13 -23.46 -0.99 -17.43
H14 -23.61 -2.67 -17.14
H15 -24.37 -1.58 -16.04
H16 -21.50 -1.96 -16.42
C5 -29.02 -4.84 -19.94
O5 -28.23 -4.52 -18.79
H17 -29.18 -4.02 -20.63
H18 -28.68 -5.76 -20.41
H19 -29.98 -5.08 -19.48
H20 -28.62 -3.77 -18.35
C6 -33.69 -4.43 -9.53
O6 -34.34 -3.26 -9.13
H21 -33.77 -5.11 -8.67
H22 -34.10 -5.00 -10.36
H23 -32.65 -4.23 -9.77
H24 -34.67 -2.76 -9.88
C7 -25.49 0.55 -11.22
O7 -26.52 0.85 -12.17
H25 -24.59 0.11 -11.64
H26 -25.28 1.50 -10.74
H27 -25.83 -0.18 -10.49
H28 -26.21 1.62 -12.65

SMILES   CO.CO.CO.CO.CO.CO.CO
Kohn-Sham gap   0.3862 Eh
Lowest unoccupied orbital energy   0.4 eV



(4)
This record from OMol25 describes a cluster of 10 separate species, C7H29NO9 in total. The level of theory is ωB97M-V/def2-TZVPD.

Geometry (Å):
C1 -1.01 -2.12 -3.05
C2 -1.82 -1.79 -1.80
C3 -0.87 -1.27 -0.71
C4 -1.43 -0.38 0.36
C5 -2.75 0.09 0.52
N1 -2.79 1.07 1.47
C6 -1.52 1.24 1.93
C7 -0.66 0.37 1.25
H1 -0.17 -2.75 -2.76
H2 -0.71 -1.21 -3.55
H3 -1.60 -2.73 -3.74
H4 -2.65 -1.09 -1.95
H5 -2.34 -2.64 -1.35
H6 -0.33 -2.08 -0.22
H7 -0.06 -0.69 -1.18
H8 -3.63 -0.36 0.09
H9 -3.61 1.57 1.78
H10 -1.31 1.85 2.79
H11 0.40 0.21 1.38
H12 2.49 1.34 -3.69
H13 3.70 2.09 -3.22
O1 2.74 2.12 -3.17
H14 2.56 -0.65 0.89
H15 1.91 -1.45 -0.25
O2 2.55 -1.52 0.47
H16 -0.52 3.43 -0.80
H17 -1.99 2.97 -0.41
O3 -1.42 3.71 -0.62
H18 -1.11 -1.62 3.40
H19 -0.13 -2.45 4.12
O4 -0.20 -1.57 3.73
H20 0.88 0.00 3.70
H21 1.06 1.16 4.73
O5 1.09 0.94 3.80
H22 2.10 1.84 -1.50
H23 0.96 1.17 -0.69
O6 1.89 1.38 -0.66
H24 4.13 0.81 1.84
H25 3.70 1.50 0.57
O7 4.48 1.35 1.13
H26 -0.73 3.31 -3.28
H27 -1.50 2.00 -3.20
O8 -0.60 2.36 -3.19
H28 0.51 -3.12 1.38
H29 0.40 -4.54 2.06
O9 -0.08 -3.85 1.60

Charge   +1
Multiplicity   2
Kohn-Sham gap (spin up / spin down)   0.3533 / 0.2062 Eh
Lowest unoccupied orbital energy (spin up / spin down)   -3.4 / -7.4 eV



no.,largest force on an atom (eV/A)
1,1.6
2,2.0
3,3.6
4,1.6